Entry 1:
ORCA calculation (wB97M-V/def2-TZVPD) on a 2-piece molecular cluster, C29H20BClF6 overall.

Geometry as XYZ:
```
57
Properties=species:S:1:pos:R:3:forces:R:3
F 2.013861 -2.668304 1.987960 -1.11 -0.61 0.65
C 0.831921 -2.401313 2.633648 0.60 0.21 -0.22
C 0.913095 -2.139211 4.000331 0.01 -0.19 -0.07
C -0.173536 -1.533902 4.637399 0.11 -0.13 -0.31
C -1.202378 -1.016979 3.852570 -0.11 -0.15 -0.24
C -1.206939 -1.334144 2.499476 -0.27 0.68 -0.40
F -1.977965 -0.541445 1.684551 -0.09 -1.05 0.79
C -0.337339 -2.242685 1.852371 0.37 0.47 0.67
B -0.587145 -2.796615 0.412293 0.44 2.47 -0.22
C 0.624390 -2.985122 -0.554961 0.69 -0.72 -0.92
C 1.542666 -1.961067 -0.848734 -0.29 0.26 0.07
F 1.314709 -0.727597 -0.299700 0.37 -0.85 0.04
C 2.581393 -2.064299 -1.765522 -0.22 0.03 0.06
C 2.709179 -3.246437 -2.496105 -0.13 -0.06 0.40
C 1.805493 -4.289651 -2.293483 -0.12 -0.09 -0.03
C 0.780569 -4.114423 -1.371161 -0.24 0.23 0.00
F -0.194488 -5.076900 -1.300269 0.70 0.37 0.21
C -1.964018 -2.525949 -0.288462 -1.09 -0.31 -0.13
C -2.065695 -1.763357 -1.467505 0.61 0.48 0.33
F -0.968761 -1.025247 -1.852575 -0.70 -0.89 -0.05
C -3.229519 -1.531396 -2.177050 0.01 0.18 -0.03
C -4.434264 -1.998007 -1.656107 0.27 -0.09 0.23
C -4.434767 -2.659549 -0.422590 -0.10 -0.06 0.05
C -3.222893 -2.902891 0.213815 0.16 0.10 0.15
F -3.261372 -3.489431 1.453758 0.06 0.18 -0.89
H 0.275954 2.102100 -0.095358 0.25 -1.24 0.25
H 1.829867 -2.376067 4.540180 -0.26 0.04 -0.22
H -0.184507 -1.398101 5.722189 0.14 0.10 -0.44
H -1.962340 -0.352195 4.261131 0.19 -0.20 -0.18
H 3.246622 -1.212266 -1.916131 -0.27 -0.27 0.02
H 3.508346 -3.344807 -3.229144 -0.20 -0.02 0.20
H 1.865641 -5.228676 -2.844686 -0.04 0.34 0.09
H -3.163712 -0.924865 -3.083926 -0.13 -0.23 0.34
H -5.364694 -1.793684 -2.190714 0.28 -0.13 0.28
H -5.362952 -2.960468 0.070396 0.37 0.04 -0.23
Cl 5.946602 4.176841 0.518769 0.61 -0.06 0.15
C 4.271226 3.909277 0.276161 -1.32 -0.21 -0.19
C 3.381166 4.034965 1.356114 -0.24 0.23 -0.68
C 2.000287 3.942933 1.119428 0.89 -0.11 -0.47
C 1.524663 3.637631 -0.164311 -0.21 0.12 -0.05
C 0.106615 3.130831 -0.324270 -0.23 -0.18 -0.34
C -0.581500 3.059580 -1.707826 -0.04 0.14 -0.04
C -2.110151 2.946743 -1.401200 0.60 -0.28 -0.35
C -2.215992 3.253485 0.070233 0.90 0.56 0.43
C -1.003831 3.447749 0.638069 -1.11 0.19 -0.40
C 2.423720 3.517160 -1.237429 0.37 0.09 0.64
C 3.802118 3.627651 -1.017354 -0.41 0.38 0.47
H 3.760138 4.234318 2.356403 -0.04 0.04 -0.26
H 1.307846 4.104592 1.938607 0.11 -0.19 -0.06
H -0.385114 3.954639 -2.306955 0.07 -0.07 0.07
H -0.215951 2.176103 -2.255131 -0.15 0.43 0.03
H -2.689702 3.624087 -2.043242 0.01 -0.12 0.28
H -2.449009 1.925773 -1.631276 -0.08 0.17 0.16
H -3.192958 3.303475 0.552976 0.41 0.04 0.09
H -0.781817 3.658123 1.681597 -0.39 -0.03 -0.15
H 2.055548 3.330129 -2.244624 0.05 -0.09 0.25
H 4.501691 3.528840 -1.842609 -0.07 0.07 0.17
```
Forces are in eV/Å.

Summary:
SMILES = Fc1cccc(F)c1B(c1c(F)cccc1F)c1c(F)cccc1F.Clc1ccc([C@H]2C=CCC2)cc1
DFT total energy = -59899.892 eV

natural (NBO) population analysis, charges in e, atoms 1 to 8: -0.324 0.499 -0.335 -0.128 -0.334 0.504 -0.328 -0.520

Entry 2:
ORCA calculation (wB97M-V/def2-TZVPD) on a 2-piece molecular cluster, C5H12O3 overall.

Geometry as XYZ:
```
20
Properties=species:S:1:pos:R:3:forces:R:3
O -2.189336 0.550112 0.534234 -0.10 -0.14 -0.17
C -1.621235 1.286095 -0.237269 -0.36 -0.45 1.03
O -2.320470 2.199672 -0.933410 0.85 0.16 -0.99
C -0.111422 1.218818 -0.392834 -0.88 1.05 -0.05
C 0.308053 -0.225432 -0.595801 2.05 0.23 -0.80
C 1.504539 -0.748106 0.250994 -2.08 -2.05 -0.11
C 2.875536 -0.201742 0.013084 0.26 1.19 -1.49
H -3.215892 1.871469 -1.089674 -0.11 0.06 0.53
H 0.286811 1.574228 0.562592 0.00 0.08 -0.08
H 0.182927 1.932138 -1.168424 0.20 -0.31 0.06
H -0.536840 -0.900268 -0.582194 -0.10 -0.13 0.42
H 0.784905 -0.385657 -1.589018 -0.80 0.57 0.05
H 1.318832 -0.943333 1.314633 -0.32 0.63 -0.09
H 1.395544 -1.764162 -0.188643 1.05 0.00 0.69
H 3.290607 -0.688671 -0.873412 0.60 -0.56 0.58
H 3.486646 -0.188754 0.906039 0.36 -0.47 -0.12
H 2.930428 0.822684 -0.389256 -0.62 0.20 0.58
H -2.159950 -2.273817 1.528332 -0.20 0.11 -0.01
H -3.112186 -1.085061 1.448785 0.14 -0.08 -0.12
O -3.097498 -2.050209 1.481241 0.08 -0.09 0.10
```
Forces are in eV/Å.

Summary:
energy above the lowest of the compared OMol25 structures with the same formula, charge and spin = 21.9 kcal/mol
SMILES = CCCCC(=O)O.O

natural (NBO) population analysis, charges in e, atoms 1 to 8: -0.635 0.816 -0.687 -0.526 -0.388 -0.402 -0.633 0.502

Entry 3:
ORCA calculation (wB97M-V/def2-TZVPD) on C26H28N2O2 in the gas phase.

Geometry as XYZ:
```
58
Properties=species:S:1:pos:R:3:forces:R:3
O 1.910617 1.859464 -1.427778 -0.10 -0.10 -0.27
C 2.521367 1.917058 -0.378916 0.21 0.35 0.28
N 3.442295 1.001503 0.024290 0.29 0.05 0.32
C 3.805798 -0.215143 -0.570269 0.03 -0.27 -0.21
C 4.847714 -0.930181 0.017207 -0.05 0.07 -0.02
C 5.241345 -2.146075 -0.506389 0.00 0.00 0.03
C 4.597358 -2.665788 -1.617177 0.02 -0.12 -0.08
C 3.559628 -1.958033 -2.198487 0.11 -0.09 0.06
C 3.160253 -0.736924 -1.685975 -0.18 0.14 -0.06
H 2.352501 -0.193403 -2.144474 0.00 0.03 0.01
H 3.049159 -2.358177 -3.061500 -0.05 -0.03 -0.08
H 4.903667 -3.617395 -2.024639 0.02 -0.08 -0.04
H 6.051642 -2.689672 -0.043283 0.05 -0.03 0.04
H 5.348124 -0.528633 0.888433 0.05 0.04 0.08
H 3.923407 1.192637 0.892857 -0.19 0.07 -0.16
C 2.307657 3.042976 0.643329 -0.08 0.07 0.14
N 1.168909 2.900502 1.531084 0.12 0.09 -0.05
C 1.049637 1.638444 2.232119 -0.06 -0.20 0.07
C 0.421735 0.507336 1.409618 -0.05 0.17 0.16
H 0.255489 -0.354828 2.059250 0.07 -0.02 -0.01
H 1.098342 0.188373 0.617260 -0.02 -0.08 0.06
C -0.909414 0.934455 0.779425 0.23 -0.09 -0.34
C -0.767540 2.290805 0.079011 -0.15 0.08 0.24
C -0.119104 3.314665 1.014592 -0.10 -0.01 -0.30
H 0.001386 4.269699 0.498417 -0.04 0.02 0.06
H -0.766461 3.478269 1.883890 -0.05 0.05 -0.05
H -1.745151 2.657748 -0.237155 0.02 0.02 -0.02
H -0.143248 2.203230 -0.810376 -0.09 0.06 0.01
H -1.649200 1.025369 1.581030 -0.06 -0.01 -0.01
C -1.377617 -0.171251 -0.211006 -0.37 0.15 0.45
C -1.605243 -1.466462 0.561456 0.18 -0.10 -0.14
C -2.679580 -1.595138 1.432958 0.06 0.02 0.01
C -2.868841 -2.764536 2.146464 -0.06 0.01 0.09
C -1.989393 -3.823382 1.998047 0.01 -0.11 0.04
C -0.920733 -3.703713 1.127751 0.01 -0.11 0.06
C -0.729430 -2.533640 0.414618 0.03 0.09 -0.08
H 0.102794 -2.439287 -0.264249 0.08 0.00 -0.05
H -0.229211 -4.524404 1.002471 0.05 -0.07 -0.01
H -2.139434 -4.736262 2.555847 -0.01 -0.07 0.04
H -3.709456 -2.849589 2.820015 -0.07 -0.01 0.05
H -3.382433 -0.784729 1.551903 -0.08 0.07 0.01
C -2.683386 0.178186 -0.920072 0.07 0.05 -0.17
C -3.686910 0.951197 -0.347966 0.05 -0.02 -0.02
C -4.863768 1.196308 -1.034345 -0.12 0.05 0.05
C -5.060861 0.671354 -2.299064 -0.10 0.02 -0.04
C -4.071131 -0.106389 -2.873714 -0.05 -0.02 -0.06
C -2.896293 -0.350933 -2.187693 0.08 -0.02 -0.01
H -2.124216 -0.961876 -2.630834 0.03 -0.03 -0.04
H -4.214677 -0.526809 -3.858398 -0.01 -0.03 -0.08
H -5.980596 0.865945 -2.830895 -0.07 0.02 -0.04
H -5.631215 1.803090 -0.575248 -0.06 0.05 0.03
H -3.565663 1.376929 0.636888 0.06 0.05 0.10
O -0.362746 -0.425193 -1.163913 0.11 -0.05 -0.11
H -0.082931 0.410890 -1.557040 0.02 0.03 0.02
H 2.037295 1.337676 2.591988 -0.01 0.00 0.08
H 0.420122 1.828651 3.109205 0.07 -0.07 0.05
H 3.201811 3.140793 1.271869 0.02 0.00 -0.11
H 2.175842 3.974315 0.087578 0.10 -0.10 -0.01
```
Forces are in eV/Å.

Summary:
energy above the lowest of the compared OMol25 structures with the same formula, charge and spin = 17.0 kcal/mol
SMILES = O=C(CN1CCC(C(O)(c2ccccc2)c2ccccc2)CC1)Nc1ccccc1

natural (NBO) population analysis, charges in e, atoms 1 to 8: -0.638 0.674 -0.623 0.225 -0.268 -0.194 -0.234 -0.176